{"formula": "C2H7NO3", "method": "the ωB97M-V functional and the def2-TZVPD basis", "total_charge": 1, "s2": 0.75, "multiplicity": 2, "gap_ev": [11.611, 6.166], "symbols": ["O", "C", "O", "C", "N", "H", "H", "H", "H", "H", "H", "H", "O"], "coordinates": [[1.580, 0.578, 0.332], [1.293, -0.555, 0.092], [1.906, -1.645, 0.501], [0.123, -0.844, -0.871], [-0.437, 0.471, -1.186], [2.683, -1.332, 0.964], [0.290, -1.335, -1.826], [-0.576, -1.458, -0.299], [-1.035, 1.032, -0.549], [0.336, 1.039, -1.558], [-3.769, 0.893, 1.370], [-3.972, 1.721, 0.100], [-3.441, 1.708, 0.931]], "lowdin_charge": [0.16, -0.51, 0.20, -0.03, 0.36, 0.15, 0.16, 0.15, 0.17, 0.17, 0.05, 0.05, -0.08]}



{"formula": "C4H11NO4", "method": "the ωB97M-V functional and the def2-TZVPD basis", "gap_ev": 8.564, "symbols": ["C", "C", "O", "C", "O", "O", "H", "H", "H", "H", "H", "H", "N", "C", "O", "H", "H", "H", "H", "H"], "coordinates": [[-1.917, 0.396, -1.240], [-0.659, 0.941, -0.628], [-0.853, 2.045, 0.187], [0.596, 0.588, -1.001], [0.880, -0.270, -2.045], [1.639, 1.428, -0.692], [-1.894, -0.694, -1.296], [-2.078, 0.792, -2.246], [-2.756, 0.703, -0.620], [0.019, 2.404, 0.402], [0.102, -0.398, -2.598], [2.452, 0.909, -0.706], [-0.401, -1.116, 1.694], [0.971, -1.351, 1.379], [1.810, -0.478, 2.078], [-0.982, -1.882, 1.375], [-0.714, -0.266, 1.168], [1.234, -2.400, 1.584], [1.137, -1.034, 0.263], [1.412, -0.317, 2.943]], "lowdin_charge": [-0.02, -0.35, 0.04, -0.42, 0.06, 0.07, 0.08, 0.09, 0.09, 0.10, 0.10, 0.12, 0.03, -0.38, -0.06, 0.07, 0.06, 0.12, 0.11, 0.09]}



{"formula": "C30H31IrN3OPSSe", "method": "the ωB97M-V functional and the def2-TZVPD basis", "total_charge": 3, "s2": 0.75, "multiplicity": 2, "gap_ev": [6.947, 6.074], "symbols": ["Ir", "C", "C", "C", "C", "C", "C", "C", "P", "C", "C", "C", "C", "C", "C", "C", "C", "C", "C", "C", "C", "C", "C", "H", "H", "H", "H", "H", "H", "H", "H", "H", "H", "H", "H", "H", "H", "H", "H", "H", "H", "H", "H", "Se", "N", "C", "C", "C", "C", "N", "C", "N", "H", "H", "H", "O", "S", "C", "C", "C", "C", "H", "H", "H", "H", "H", "H", "H", "H"], "coordinates": [[-0.476, 0.403, -0.136], [0.872, -3.355, -0.681], [2.097, -2.758, -1.318], [2.895, -3.511, -2.168], [4.022, -2.965, -2.768], [4.386, -1.643, -2.537], [3.612, -0.864, -1.703], [2.474, -1.419, -1.098], [1.583, -0.451, 0.072], [1.643, 1.315, -0.292], [1.528, 1.588, -1.695], [1.719, 2.850, -2.195], [2.077, 3.868, -1.310], [2.234, 3.626, 0.050], [2.032, 2.371, 0.602], [2.307, 2.164, 2.058], [1.690, -0.971, 1.749], [2.751, -1.720, 2.259], [2.690, -2.139, 3.576], [1.570, -1.832, 4.346], [0.508, -1.105, 3.817], [0.561, -0.658, 2.505], [-0.542, 0.197, 1.925], [0.859, -4.435, -0.815], [-0.039, -2.955, -1.135], [0.834, -3.158, 0.395], [2.634, -4.543, -2.360], [4.626, -3.580, -3.422], [5.272, -1.229, -3.000], [3.896, 0.164, -1.507], [1.312, 0.768, -2.376], [1.626, 3.044, -3.255], [2.259, 4.866, -1.691], [2.549, 4.435, 0.696], [2.606, 3.101, 2.522], [3.125, 1.451, 2.192], [1.449, 1.774, 2.600], [3.599, -1.974, 1.635], [3.503, -2.711, 4.003], [1.518, -2.172, 5.372], [-0.355, -0.888, 4.436], [-0.488, 1.211, 2.321], [-1.527, -0.203, 2.170], [-1.402, 4.984, 1.857], [-2.132, 5.539, 0.368], [-2.113, 4.522, -0.480], [-2.634, 4.554, -1.799], [-2.543, 3.413, -2.543], [-1.941, 2.263, -1.993], [-1.440, 2.184, -0.772], [-1.514, 3.315, 0.024], [-1.062, 3.349, 1.256], [-3.085, 5.461, -2.181], [-2.924, 3.365, -3.553], [-1.872, 1.363, -2.598], [-2.062, -0.751, -0.391], [-3.376, -0.835, 0.512], [-3.418, -2.590, 0.988], [-4.669, -3.184, 0.337], [-4.814, -2.496, -1.016], [-4.689, -1.006, -0.722], [-3.385, -2.660, 2.074], [-2.498, -2.995, 0.563], [-5.545, -2.993, 0.959], [-4.560, -4.264, 0.250], [-5.776, -2.707, -1.481], [-4.031, -2.816, -1.706], [-5.580, -0.603, -0.234], [-4.426, -0.364, -1.562]], "lowdin_charge": [1.25, -0.03, -0.25, 0.00, 0.00, -0.03, -0.06, -0.31, 1.02, -0.39, -0.12, -0.03, 0.03, 0.00, -0.21, 0.00, -0.35, -0.03, -0.02, 0.00, 0.00, -0.30, -0.18, 0.10, 0.08, 0.07, 0.13, 0.13, 0.13, 0.12, 0.12, 0.13, 0.14, 0.14, 0.10, 0.11, 0.07, 0.13, 0.13, 0.13, 0.13, 0.05, 0.04, 1.29, -0.19, -0.37, 0.07, 0.00, -0.09, -0.05, -0.45, -0.22, 0.15, 0.13, 0.13, -0.68, 1.08, -0.27, -0.20, -0.20, -0.28, 0.11, 0.10, 0.13, 0.14, 0.14, 0.13, 0.12, 0.10]}



{"formula": "C29H34ClI2N2O5PSbV", "method": "the ωB97M-V functional and the def2-TZVPD basis", "total_charge": 1, "s2": 1.08, "multiplicity": 2, "gap_ev": [6.403, 6.309], "symbols": ["V", "O", "C", "O", "C", "O", "C", "C", "O", "O", "H", "H", "H", "H", "H", "Cl", "C", "C", "C", "C", "C", "C", "P", "C", "C", "C", "C", "C", "C", "C", "C", "C", "C", "C", "C", "H", "H", "H", "H", "H", "H", "H", "H", "H", "H", "H", "H", "H", "H", "C", "C", "N", "C", "C", "N", "H", "H", "H", "H", "H", "H", "C", "Sb", "C", "C", "H", "H", "H", "H", "H", "H", "H", "H", "H", "I", "I"], "coordinates": [[-0.001, -0.638, 0.066], [-3.816, -0.753, -1.106], [-2.483, -0.992, -1.003], [-1.885, -0.437, 0.087], [-2.217, -2.496, -1.060], [-0.795, -2.688, -0.984], [-0.188, -2.147, -2.180], [-0.490, -0.675, -2.044], [-1.809, -0.391, -2.185], [0.363, 0.210, -1.789], [-3.960, 0.193, -0.968], [-2.660, -2.984, -0.198], [-2.605, -2.930, -1.983], [0.879, -2.355, -2.137], [-0.629, -2.590, -3.076], [2.704, -0.100, -0.042], [3.021, 1.198, 1.102], [4.351, 1.504, 1.339], [4.650, 2.548, 2.198], [3.630, 3.274, 2.800], [2.310, 2.947, 2.547], [1.975, 1.893, 1.695], [0.240, 1.461, 1.351], [-0.523, 2.997, 0.773], [-0.633, 3.190, -0.603], [-1.169, 4.373, -1.092], [-1.602, 5.356, -0.215], [-1.504, 5.160, 1.157], [-0.966, 3.983, 1.653], [-0.497, 1.153, 2.986], [0.261, 0.866, 4.117], [-0.366, 0.521, 5.307], [-1.750, 0.460, 5.375], [-2.511, 0.740, 4.247], [-1.890, 1.080, 3.056], [5.133, 0.941, 0.850], [5.685, 2.800, 2.390], [3.865, 4.095, 3.462], [1.517, 3.518, 3.014], [-0.308, 2.415, -1.286], [-1.254, 4.521, -2.161], [-2.023, 6.275, -0.599], [-1.850, 5.924, 1.841], [-0.911, 3.828, 2.723], [1.342, 0.911, 4.078], [0.231, 0.313, 6.186], [-2.237, 0.205, 6.307], [-3.591, 0.699, 4.295], [-2.485, 1.285, 2.174], [-1.941, -2.496, 2.483], [-0.478, -2.325, 2.679], [0.415, -1.773, 1.866], [1.641, -1.882, 2.506], [1.482, -2.500, 3.698], [0.139, -2.770, 3.790], [-2.344, -1.685, 1.882], [-2.446, -2.504, 3.448], [-2.145, -3.446, 1.985], [2.551, -1.517, 2.068], [2.185, -2.769, 4.465], [-0.328, -3.214, 4.562], [1.019, -0.260, -7.482], [0.324, -1.051, -5.619], [-1.333, -2.128, -6.459], [1.645, -2.748, -5.612], [1.055, -1.052, -8.229], [2.015, 0.163, -7.358], [0.348, 0.526, -7.824], [-1.006, -2.686, -7.336], [-2.120, -1.434, -6.748], [-1.743, -2.825, -5.728], [1.625, -3.240, -6.584], [1.342, -3.466, -4.848], [2.665, -2.429, -5.396], [3.125, -3.663, -0.664], [1.754, -5.486, -2.012]], "lowdin_charge": [0.67, 0.13, -0.64, -0.19, -0.05, -0.16, -0.16, -0.57, 0.08, -0.09, 0.13, 0.13, 0.16, 0.05, 0.12, 0.74, -0.58, -0.09, -0.05, -0.05, -0.07, -0.35, 1.08, -0.34, -0.07, -0.06, -0.07, -0.07, -0.09, -0.35, -0.09, -0.07, -0.07, -0.07, -0.10, 0.11, 0.12, 0.12, 0.11, 0.09, 0.11, 0.11, 0.11, 0.11, 0.10, 0.11, 0.11, 0.11, 0.11, 0.02, -0.34, 0.02, -0.17, -0.06, 0.13, 0.07, 0.09, 0.09, 0.06, 0.12, 0.17, -0.36, 1.27, -0.35, -0.35, 0.01, 0.00, 0.00, 0.01, 0.00, -0.01, 0.01, -0.04, 0.00, 0.15, 0.14]}



{"formula": "C4H8O2", "method": "the ωB97M-V functional and the def2-TZVPD basis", "gap_ev": 10.829, "symbols": ["C", "C", "O", "C", "C", "O", "H", "H", "H", "H", "H", "H", "H", "H"], "coordinates": [[1.406, 0.739, 0.098], [0.554, -0.550, -0.061], [-0.011, -0.906, 1.209], [-1.336, -0.521, 0.802], [-0.912, -0.513, -0.655], [-1.160, 0.629, -1.424], [0.822, 1.607, 0.426], [2.149, 0.548, 0.887], [1.983, 1.028, -0.793], [1.197, -1.330, -0.488], [-1.611, 0.485, 1.151], [-2.089, -1.248, 1.112], [-1.178, -1.418, -1.215], [-0.224, 0.833, -1.410]], "lowdin_charge": [-0.04, -0.30, -0.09, -0.12, -0.30, 0.00, 0.09, 0.09, 0.08, 0.14, 0.13, 0.12, 0.15, 0.06]}



{"formula": "C3H4N2O2S", "method": "the ωB97M-V functional and the def2-TZVPD basis", "gap_ev": 8.953, "symbols": ["N", "N", "C", "S", "C", "O", "C", "O", "H", "H", "H", "H"], "coordinates": [[0.137, 1.851, 0.102], [0.285, 0.493, -0.125], [-0.733, -0.431, -0.017], [-2.412, 0.128, 0.036], [-0.129, -1.637, 0.032], [1.237, -1.492, 0.046], [1.504, -0.146, -0.027], [2.577, 0.403, -0.014], [0.727, 2.100, 0.877], [0.436, 2.287, -0.749], [-3.099, -0.994, -0.445], [-0.530, -2.563, 0.284]], "lowdin_charge": [0.11, -0.13, -0.60, 0.79, -0.10, 0.10, -0.49, 0.11, 0.10, 0.10, -0.09, 0.11]}



Which formula does entry 1 have?
C2H7NO3



Which formula does entry 6 have?
C3H4N2O2S